Entry 1:
The following is a quantum chemistry calculation of C71H59CsF3N7O4P2SSe as an isolated structure in a non-equilibrium geometry, from the Open Molecules 2025 dataset.

Results
HOMO level in eV: -1.90
Total charge: -2
Orbital gap in eV: 5.3112
Energy above the lowest of the compared OMol25 structures with the same formula, charge and spin in kJ/mol: 0.0
LUMO energy in eV: 3.4149
Max |F| in eV/A: 2.46

Each line ends with the Löwdin charge.
Atoms and positions in Å:
Cs (-0.148, 0.161, 0.596)  0.934
C (3.872, 1.623, 3.759)  -0.079
O (3.192, 1.719, 5.008)  -0.104
C (1.907, 1.214, 5.084)  -0.226
C (1.579, 0.619, 6.282)  -0.070
C (0.311, 0.080, 6.518)  -0.146
C (-0.635, 0.168, 5.510)  -0.088
C (-0.344, 0.815, 4.311)  -0.153
C (-1.385, 1.079, 3.302)  -0.230
N (-2.271, 0.322, 2.787)  -0.041
N (-2.505, -0.984, 3.142)  0.049
C (-2.049, -1.963, 2.418)  -0.619
O (-1.209, -1.907, 1.443)  -0.581
C (-2.685, -3.297, 2.731)  -0.142
C (-3.429, -3.533, 3.888)  -0.041
C (-4.027, -4.768, 4.104)  -0.113
C (-3.894, -5.790, 3.166)  -0.130
C (-3.148, -5.564, 2.017)  -0.103
C (-2.542, -4.329, 1.807)  -0.038
C (0.954, 1.362, 4.022)  -0.352
O (1.213, 1.930, 2.897)  -0.180
H (4.892, 1.964, 3.947)  0.082
H (3.400, 2.230, 2.992)  0.053
H (3.900, 0.588, 3.403)  0.077
H (2.353, 0.567, 7.043)  0.105
H (0.083, -0.403, 7.461)  0.078
H (-1.635, -0.229, 5.652)  0.100
H (-1.413, 2.105, 2.934)  0.098
H (-3.531, -2.726, 4.603)  0.099
H (-4.604, -4.937, 5.007)  0.086
H (-4.365, -6.753, 3.337)  0.083
H (-3.039, -6.351, 1.279)  0.089
H (-1.951, -4.133, 0.920)  0.104
C (8.193, -1.506, -1.875)  -0.021
C (7.451, -1.298, -0.541)  -0.428
C (8.467, -1.324, 0.613)  -0.028
C (6.745, 0.051, -0.582)  -0.103
C (7.471, 1.237, -0.670)  -0.042
C (6.838, 2.456, -0.828)  -0.074
C (5.452, 2.515, -0.941)  -0.055
C (4.685, 1.362, -0.842)  -0.253
P (2.840, 1.243, -1.095)  1.104
C (2.513, 3.052, -1.086)  -0.383
C (2.609, 3.639, 0.182)  -0.123
C (2.523, 5.012, 0.331)  -0.091
C (2.291, 5.816, -0.782)  -0.095
C (2.134, 5.235, -2.030)  -0.082
C (2.255, 3.857, -2.187)  -0.094
C (2.811, 0.863, -2.894)  -0.353
C (1.563, 0.995, -3.516)  -0.153
C (1.416, 0.731, -4.870)  -0.091
C (2.501, 0.289, -5.617)  -0.102
C (3.739, 0.134, -5.004)  -0.094
C (3.896, 0.432, -3.654)  -0.076
C (5.363, 0.157, -0.621)  -0.209
O (4.547, -0.935, -0.484)  -0.026
C (5.076, -2.180, -0.290)  -0.214
C (4.134, -3.172, 0.014)  -0.266
C (4.590, -4.473, 0.149)  -0.062
C (5.944, -4.765, 0.013)  -0.076
C (6.853, -3.746, -0.210)  -0.040
C (6.440, -2.422, -0.351)  -0.101
P (2.396, -2.591, 0.352)  1.131
C (2.603, -2.351, 2.174)  -0.345
C (3.834, -2.193, 2.810)  -0.090
C (3.901, -2.093, 4.195)  -0.095
C (2.745, -2.154, 4.959)  -0.086
C (1.512, -2.284, 4.333)  -0.057
C (1.441, -2.367, 2.951)  -0.106
C (1.550, -4.237, 0.286)  -0.364
C (1.178, -4.650, -0.994)  -0.100
C (0.582, -5.884, -1.211)  -0.084
C (0.328, -6.726, -0.136)  -0.104
C (0.679, -6.323, 1.145)  -0.087
C (1.293, -5.091, 1.356)  -0.078
H (8.899, -0.691, -2.053)  0.079
H (7.484, -1.535, -2.705)  0.095
H (8.749, -2.449, -1.865)  0.079
H (9.226, -0.551, 0.479)  0.074
H (8.976, -2.289, 0.657)  0.074
H (7.965, -1.155, 1.569)  0.098
H (8.555, 1.205, -0.629)  0.105
H (7.423, 3.367, -0.886)  0.098
H (4.966, 3.464, -1.121)  0.104
H (2.724, 3.005, 1.060)  0.088
H (2.600, 5.451, 1.320)  0.107
H (2.191, 6.890, -0.666)  0.099
H (1.894, 5.850, -2.890)  0.103
H (2.122, 3.428, -3.170)  0.090
H (0.701, 1.335, -2.945)  0.051
H (0.446, 0.871, -5.336)  0.110
H (2.385, 0.063, -6.673)  0.094
H (4.590, -0.213, -5.580)  0.094
H (4.876, 0.322, -3.200)  0.097
H (3.889, -5.265, 0.381)  0.104
H (6.290, -5.788, 0.104)  0.097
H (7.909, -3.984, -0.279)  0.105
H (4.753, -2.156, 2.239)  0.096
H (4.863, -1.956, 4.677)  0.100
H (2.799, -2.072, 6.038)  0.100
H (0.602, -2.299, 4.919)  0.106
H (0.478, -2.466, 2.458)  0.072
H (1.364, -3.991, -1.835)  0.075
H (0.308, -6.182, -2.217)  0.098
H (-0.149, -7.686, -0.293)  0.093
H (0.470, -6.966, 1.993)  0.101
H (1.561, -4.801, 2.362)  0.104
F (-2.433, 7.602, -1.788)  0.071
C (-2.015, 6.398, -2.295)  -0.596
F (-3.091, 5.892, -2.920)  0.097
F (-1.115, 6.717, -3.254)  0.097
C (-1.454, 5.528, -1.212)  -0.158
C (-1.195, 6.116, 0.018)  -0.044
C (-0.677, 5.362, 1.054)  -0.085
C (-0.480, 4.010, 0.813)  -0.170
N (-0.719, 3.419, -0.355)  0.032
C (-1.148, 4.148, -1.429)  -0.738
S (-1.211, 3.397, -2.975)  0.555
H (-1.388, 7.172, 0.152)  0.108
H (-0.443, 5.795, 2.018)  0.097
H (-0.093, 3.363, 1.604)  0.074
N (2.407, -4.253, -5.395)  0.146
C (1.502, -3.664, -5.003)  -0.191
C (0.360, -2.938, -4.504)  -0.218
C (-0.902, -3.141, -5.048)  -0.029
C (-1.966, -2.427, -4.535)  -0.043
C (-1.733, -1.533, -3.496)  -0.134
N (-0.529, -1.335, -2.969)  0.121
C (0.495, -2.024, -3.461)  -0.109
H (-1.034, -3.850, -5.854)  0.114
H (-2.968, -2.567, -4.919)  0.104
H (-2.543, -0.970, -3.048)  0.049
H (1.471, -1.848, -3.014)  0.117
C (-6.310, -1.855, 0.354)  -0.056
N (-6.046, -0.683, -0.460)  -0.141
C (-6.965, 0.283, -0.844)  -0.073
C (-6.265, 1.281, -1.416)  -0.065
N (-4.930, 0.920, -1.382)  -0.120
C (-3.802, 1.788, -1.710)  -0.072
C (-4.781, -0.285, -0.775)  -0.680
Se (-3.241, -1.160, -0.318)  0.783
H (-7.383, -1.923, 0.526)  0.081
H (-5.776, -1.777, 1.301)  0.087
H (-5.950, -2.753, -0.145)  0.077
H (-8.024, 0.169, -0.693)  0.105
H (-6.601, 2.205, -1.857)  0.114
H (-4.136, 2.592, -2.361)  0.075
H (-3.020, 1.229, -2.212)  0.031
H (-3.363, 2.211, -0.807)  0.091



Entry 2:
The following is a quantum chemistry calculation of C71H73ClN4OP2RhSe as an isolated structure in a non-equilibrium geometry, from the Open Molecules 2025 dataset.

Results
⟨S²⟩: 6.04
HOMO level (alpha / beta) in eV: -8.31 / -9.99
Total charge: +1
Orbital gap (alpha / beta) in eV: 6.2200 / 5.8444
Multiplicity: 5
LUMO energy (alpha / beta) in eV: -2.0930 / -4.1478
Max |F| in eV/A: 1.23

Each line ends with the Löwdin charge.
Atoms and positions in Å:
Rh (0.002, 0.635, 0.894)  0.557
C (1.580, 0.869, 4.232)  -0.250
N (2.589, -0.152, 4.149)  -0.167
C (2.890, -0.684, 2.934)  -0.044
P (-0.618, -1.376, 1.940)  0.970
C (-0.005, -2.137, 3.477)  -0.441
C (0.948, -3.153, 3.427)  -0.127
C (1.334, -3.805, 4.582)  -0.085
C (0.835, -3.401, 5.809)  -0.069
C (-0.074, -2.358, 5.875)  -0.058
C (-0.518, -1.751, 4.717)  -0.118
C (-2.382, -1.586, 2.216)  -0.435
C (-3.266, -0.587, 1.798)  -0.148
C (-4.627, -0.743, 1.970)  -0.072
C (-5.127, -1.914, 2.523)  -0.065
C (-4.258, -2.927, 2.906)  -0.061
C (-2.894, -2.760, 2.777)  -0.084
C (3.191, -0.576, 5.323)  -0.214
C (3.705, -1.876, 5.415)  -0.044
C (4.240, -2.342, 6.595)  -0.081
C (4.299, -1.529, 7.718)  -0.087
C (3.817, -0.231, 7.632)  -0.080
C (3.268, 0.242, 6.458)  -0.019
P (1.028, 1.680, 2.647)  1.018
C (-0.288, 2.640, 3.481)  -0.341
C (-0.239, 3.958, 3.915)  -0.063
C (-1.355, 4.531, 4.506)  -0.061
C (-2.499, 3.785, 4.729)  -0.069
C (-2.541, 2.455, 4.340)  -0.064
C (-1.451, 1.901, 3.702)  -0.133
C (2.436, 2.787, 2.290)  -0.315
C (3.724, 2.260, 2.352)  -0.081
C (4.821, 3.030, 2.015)  -0.059
C (4.649, 4.334, 1.588)  -0.065
C (3.372, 4.861, 1.502)  -0.064
C (2.272, 4.096, 1.843)  -0.108
H (1.927, 1.708, 4.850)  0.099
H (0.688, 0.458, 4.725)  0.090
H (3.738, -1.332, 2.844)  0.078
H (2.146, -0.679, 2.155)  0.007
H (1.366, -3.446, 2.474)  0.103
H (2.025, -4.632, 4.524)  0.115
H (1.154, -3.891, 6.713)  0.112
H (-0.443, -2.025, 6.834)  0.112
H (-1.270, -0.975, 4.780)  0.102
H (-2.873, 0.324, 1.350)  0.081
H (-5.302, 0.045, 1.670)  0.110
H (-6.192, -2.040, 2.655)  0.109
H (-4.648, -3.847, 3.317)  0.111
H (-2.222, -3.538, 3.110)  0.105
H (3.627, -2.537, 4.569)  0.090
H (4.600, -3.360, 6.638)  0.108
H (4.703, -1.904, 8.646)  0.102
H (3.862, 0.425, 8.490)  0.107
H (2.913, 1.259, 6.427)  0.099
H (0.663, 4.539, 3.809)  0.102
H (-1.333, 5.570, 4.798)  0.111
H (-3.361, 4.237, 5.195)  0.109
H (-3.419, 1.854, 4.525)  0.109
H (-1.484, 0.870, 3.366)  0.044
H (3.864, 1.225, 2.633)  0.075
H (5.809, 2.603, 2.090)  0.110
H (5.501, 4.925, 1.291)  0.108
H (3.239, 5.877, 1.162)  0.110
H (1.289, 4.521, 1.746)  0.080
C (-1.864, 7.354, -0.010)  -0.079
C (-2.705, 6.371, 0.485)  -0.076
C (-2.264, 5.069, 0.586)  -0.041
C (-0.967, 4.704, 0.194)  -0.211
C (-0.116, 5.717, -0.258)  -0.041
C (-0.567, 7.021, -0.366)  -0.072
C (-0.621, 3.298, 0.365)  -0.105
C (0.390, 2.461, 0.085)  -0.292
C (1.624, 2.417, -0.684)  -0.278
C (2.116, 3.384, -1.568)  -0.031
C (3.322, 3.200, -2.222)  -0.068
C (4.049, 2.032, -2.064)  -0.064
C (3.536, 1.020, -1.266)  -0.061
C (2.355, 1.217, -0.586)  -0.076
H (-2.212, 8.371, -0.104)  0.105
H (-3.707, 6.619, 0.801)  0.106
H (-2.933, 4.316, 0.983)  0.111
H (0.911, 5.500, -0.502)  0.081
H (0.101, 7.794, -0.719)  0.107
H (-1.432, 2.803, 0.924)  0.089
H (1.548, 4.278, -1.759)  0.096
H (3.690, 3.983, -2.869)  0.111
H (4.994, 1.906, -2.570)  0.111
H (4.063, 0.083, -1.181)  0.115
H (1.956, 0.387, 0.022)  0.077
C (-4.564, -7.390, -1.101)  -0.039
C (-3.547, -6.300, -1.042)  -0.248
C (-2.625, -6.229, -0.004)  -0.005
C (-1.639, -5.263, 0.029)  -0.301
C (-0.645, -5.255, 1.144)  -0.098
C (-1.567, -4.322, -1.019)  -0.524
Se (-0.184, -3.053, -1.013)  0.886
C (-2.499, -4.367, -2.077)  -0.285
C (-2.464, -3.405, -3.218)  -0.085
C (-3.474, -5.349, -2.054)  -0.006
H (-4.574, -7.972, -0.185)  0.078
H (-4.338, -8.063, -1.928)  0.091
H (-5.558, -6.983, -1.278)  0.086
H (-2.664, -6.967, 0.784)  0.118
H (-0.923, -5.966, 1.918)  0.087
H (-0.585, -4.260, 1.584)  0.002
H (0.347, -5.520, 0.775)  0.086
H (-1.443, -3.121, -3.467)  0.040
H (-3.005, -2.489, -2.975)  0.062
H (-2.934, -3.847, -4.093)  0.084
H (-4.190, -5.397, -2.862)  0.124
C (-2.190, 1.496, -7.317)  -0.037
C (-1.873, 0.156, -6.647)  -0.517
C (-3.170, -0.502, -6.145)  -0.036
C (-1.279, -0.787, -7.706)  -0.038
C (-0.889, 0.349, -5.434)  -0.421
O (-0.626, -0.899, -4.830)  -0.007
C (0.425, 1.038, -5.874)  -0.092
C (1.546, 1.160, -4.821)  -0.120
C (2.306, -0.118, -4.593)  -0.230
C (1.984, -1.006, -3.575)  -0.058
C (2.672, -2.198, -3.434)  -0.108
C (3.712, -2.498, -4.299)  -0.673
Cl (4.565, -3.993, -4.125)  0.677
C (4.075, -1.610, -5.299)  -0.096
C (3.360, -0.436, -5.441)  -0.033
C (-1.588, 1.209, -4.333)  -0.022
N (-1.554, 0.608, -3.030)  -0.077
C (-0.677, 0.831, -2.059)  -0.125
N (-1.038, 0.185, -0.960)  -0.014
C (-2.165, -0.463, -1.343)  -0.227
N (-2.503, -0.208, -2.580)  0.151
H (-3.061, 1.383, -7.956)  0.093
H (-1.362, 1.826, -7.938)  0.086
H (-2.411, 2.273, -6.589)  0.083
H (-3.668, -1.005, -6.969)  0.089
H (-3.873, 0.223, -5.743)  0.082
H (-2.947, -1.237, -5.377)  0.072
H (-1.944, -0.805, -8.566)  0.093
H (-1.197, -1.808, -7.336)  0.089
H (-0.305, -0.460, -8.063)  0.078
H (-0.189, -1.466, -5.474)  0.112
H (0.178, 2.042, -6.216)  0.120
H (0.846, 0.487, -6.714)  0.114
H (1.163, 1.540, -3.879)  0.084
H (2.252, 1.903, -5.198)  0.121
H (1.177, -0.795, -2.889)  0.078
H (2.400, -2.895, -2.655)  0.067
H (4.902, -1.836, -5.954)  0.107
H (3.631, 0.249, -6.230)  0.119
H (-2.643, 1.340, -4.567)  0.121
H (-1.110, 2.188, -4.264)  0.145
H (0.185, 1.452, -2.165)  0.104
H (-2.736, -1.113, -0.711)  0.105